Below is an isolated molecule of C30H34N2O6 in a non-equilibrium geometry, with properties calculated with ωB97M-V/def2-TZVPD.

Properties
HOMO-LUMO gap: 7.7 eV
Spin multiplicity: 1
SMILES string: COc1cccc2cc(C(=O)C3=C(O)C(=O)N(CCN4CCOCC4)[C@H]3c3ccc(C(C)(C)C)cc3)oc12
Energy relative to the best compared isomer or geometry (same formula, charge and spin): 0.000 eV
HOMO level: -8.19 eV
LUMO level: -0.017 hartree

Structure (XYZ):
```
72
C30H34N2O6 | the Open Molecules 2025 dataset | ωB97M-V/def2-TZVPD
C -2.980 -1.393 -2.231
O -4.266 -0.924 -2.571
C -4.974 -0.244 -1.633
C -6.233 0.215 -1.999
C -7.051 0.928 -1.125
C -6.651 1.219 0.158
C -5.391 0.771 0.560
C -4.644 0.879 1.763
C -3.466 0.219 1.547
C -2.325 0.036 2.446
O -2.152 0.741 3.425
C -1.399 -1.044 2.091
C -1.610 -2.230 1.489
O -2.710 -2.820 1.017
C -0.335 -2.996 1.457
O -0.230 -4.129 1.016
N 0.600 -2.222 2.032
C 1.960 -2.638 2.240
C 2.961 -1.986 1.274
N 2.516 -2.027 -0.104
C 2.473 -3.371 -0.661
C 1.915 -3.302 -2.081
O 2.690 -2.466 -2.910
C 2.758 -1.171 -2.366
C 3.341 -1.185 -0.953
C 0.066 -0.941 2.449
C 0.699 0.226 1.725
C 1.440 1.177 2.405
C 2.015 2.240 1.728
C 1.859 2.389 0.356
C 2.476 3.535 -0.429
C 3.424 2.959 -1.491
C 3.277 4.494 0.456
C 1.357 4.335 -1.110
C 1.097 1.432 -0.312
C 0.528 0.367 0.355
O -3.402 -0.284 0.287
C -4.565 0.043 -0.326
H -2.301 -0.565 -2.007
H -2.623 -1.930 -3.109
H -3.017 -2.070 -1.375
H -6.567 -0.001 -3.001
H -8.019 1.254 -1.474
H -7.278 1.771 0.839
H -4.935 1.364 2.672
H -2.444 -3.720 0.747
H 2.258 -2.394 3.265
H 1.971 -3.724 2.121
H 3.937 -2.488 1.413
H 3.080 -0.933 1.542
H 1.810 -3.996 -0.064
H 3.480 -3.826 -0.684
H 1.924 -4.289 -2.545
H 0.881 -2.927 -2.038
H 3.389 -0.586 -3.037
H 1.750 -0.731 -2.329
H 3.341 -0.169 -0.552
H 4.382 -1.553 -0.997
H 0.193 -0.809 3.531
H 1.572 1.094 3.474
H 2.586 2.955 2.298
H 3.876 3.765 -2.065
H 4.220 2.387 -1.017
H 2.900 2.302 -2.181
H 3.695 5.289 -0.158
H 4.102 3.980 0.945
H 2.642 4.952 1.210
H 0.801 3.721 -1.813
H 0.661 4.715 -0.365
H 1.777 5.178 -1.653
H 0.941 1.518 -1.377
H -0.050 -0.367 -0.187
```



Below is a structure of composition C30H35B3FNO18S3 in a non-equilibrium geometry, with properties calculated with ωB97M-V/def2-TZVPD.

Properties
HOMO-LUMO gap: 6.6 eV
Spin multiplicity: 1
HOMO level: -8.38 eV
LUMO level: -0.065 hartree

Structure (XYZ):
```
91
C30H35B3FNO18S3 | the Open Molecules 2025 dataset | ωB97M-V/def2-TZVPD
C -2.369 0.354 2.314
C -1.874 -0.761 3.241
C -0.413 -1.162 2.891
F 0.122 -0.376 1.858
B -0.223 -2.702 2.594
O -0.624 -3.367 1.440
B 0.291 -4.300 0.954
C 0.158 -4.968 -0.455
C -0.040 -3.979 -1.624
C 1.273 -3.572 -2.293
S 2.060 -2.135 -1.499
C 1.442 -0.758 -2.484
S 2.573 0.146 -3.238
N 0.079 -0.568 -2.600
C -0.289 0.724 -3.229
C -1.809 0.962 -3.076
O -2.561 -0.210 -2.845
C -2.115 -0.948 -1.726
C -0.678 -0.624 -1.342
O 1.377 -4.707 1.755
B 1.575 -3.912 2.840
S 3.281 -3.293 3.407
C 3.475 -1.730 2.577
O 4.319 -4.202 2.980
O 3.238 -3.059 4.837
O 0.464 -3.477 3.527
H -1.610 1.114 2.153
H -2.714 -0.049 1.371
H -3.214 0.843 2.795
H -2.498 -1.648 3.134
H -1.899 -0.403 4.267
H 0.204 -0.940 3.765
H 1.075 -5.527 -0.643
H -0.639 -5.715 -0.464
H -0.589 -3.090 -1.341
H -0.646 -4.466 -2.392
H 1.986 -4.391 -2.203
H 1.152 -3.398 -3.360
H 0.223 1.530 -2.703
H -0.015 0.676 -4.277
H -2.162 1.361 -4.025
H -2.039 1.732 -2.333
H -2.109 -1.992 -2.047
H -2.790 -0.895 -0.870
H -0.347 -1.394 -0.659
H -0.609 0.320 -0.795
H 2.969 -1.837 1.611
H 4.526 -1.523 2.404
H 2.942 -0.949 3.113
C -6.042 0.638 -2.703
C -5.600 0.381 -1.465
C -5.378 1.476 -0.454
O -4.988 1.154 0.655
C -5.629 2.847 -0.854
C -6.067 3.105 -2.094
C -6.314 2.006 -3.097
O -6.729 2.329 -4.195
O -6.316 4.331 -2.534
O -5.328 -0.843 -1.032
H -6.205 -0.140 -3.434
H -5.450 3.626 -0.127
H -6.621 4.229 -3.457
H -5.035 -0.741 -0.107
C 9.607 -2.108 4.929
C 9.280 -1.191 5.849
C 7.846 -0.842 6.154
O 7.642 -0.009 7.020
C 6.801 -1.507 5.406
C 7.125 -2.424 4.480
C 8.559 -2.793 4.193
O 8.769 -3.646 3.352
O 6.212 -3.065 3.762
O 10.182 -0.524 6.559
H 10.632 -2.367 4.704
H 5.775 -1.241 5.621
H 6.702 -3.673 3.176
H 9.672 0.068 7.147
C -2.786 6.853 -2.732
C -2.054 5.734 -2.654
C -1.859 4.827 -3.841
O -1.165 3.836 -3.688
C -2.506 5.172 -5.089
C -3.241 6.291 -5.168
C -3.417 7.213 -3.988
O -4.085 8.216 -4.149
O -3.864 6.671 -6.274
O -1.449 5.340 -1.540
H -2.931 7.512 -1.887
H -2.372 4.505 -5.929
H -4.316 7.509 -6.055
H -0.989 4.509 -1.762
```



Below is a cluster of 2 separate species, C30H35BO2S2 in total in a non-equilibrium geometry, with properties calculated with ωB97M-V/def2-TZVPD.

Properties
HOMO-LUMO gap: 2.8 eV
Spin multiplicity: 1
Energy relative to the best compared isomer or geometry (same formula, charge and spin): 4.161 eV
HOMO level: -6.20 eV
LUMO level: -0.125 hartree

Structure (XYZ):
```
70
C30H35BO2S2 | the Open Molecules 2025 dataset | ωB97M-V/def2-TZVPD
C 5.765 5.060 -0.470
C 4.854 4.038 0.090
C 4.982 3.305 1.260
C 3.852 2.442 1.511
C 2.889 2.546 0.533
B 1.499 1.659 0.390
C 0.199 2.625 0.489
C -0.616 2.882 1.565
C -1.597 3.897 1.276
C -1.546 4.370 -0.026
C -2.336 5.462 -0.634
S -0.312 3.524 -0.914
O 1.559 1.013 -0.873
C 1.940 -0.320 -0.582
C 1.268 -1.223 -1.608
C 3.455 -0.456 -0.662
C 1.448 -0.512 0.962
C -0.018 -0.845 1.043
C 2.209 -1.551 1.777
O 1.615 0.776 1.517
S 3.359 3.643 -0.727
H 6.635 5.147 0.186
H 6.087 4.764 -1.477
H 5.251 6.030 -0.543
H 5.841 3.382 1.922
H 3.801 1.819 2.401
H -0.519 2.413 2.542
H -2.303 4.261 2.018
H -3.184 5.708 0.007
H -1.719 6.360 -0.746
H -2.701 5.171 -1.622
H 1.399 -2.275 -1.323
H 0.203 -0.988 -1.708
H 1.731 -1.074 -2.592
H 3.735 -1.513 -0.541
H 3.810 -0.117 -1.644
H 3.945 0.149 0.113
H -0.180 -1.898 0.796
H -0.414 -0.671 2.051
H -0.601 -0.221 0.352
H 2.031 -2.546 1.351
H 3.284 -1.355 1.795
H 1.835 -1.547 2.806
C -1.807 -5.280 -4.215
C -1.952 -4.212 -3.171
C -2.752 -3.092 -3.436
C -2.869 -2.058 -2.526
C -2.282 -2.166 -1.237
C -2.545 -1.142 -0.264
C -3.044 -1.405 1.051
C -3.371 -0.299 1.897
C -3.799 -0.520 3.202
C -3.844 -1.825 3.725
C -3.551 -2.918 2.900
C -3.232 -2.721 1.564
C -1.487 -3.322 -0.964
C -1.324 -4.312 -1.924
H -0.961 -5.943 -4.019
H -2.704 -5.910 -4.266
H -1.670 -4.831 -5.208
H -3.273 -3.028 -4.393
H -3.454 -1.159 -2.749
H -2.612 -0.108 -0.622
H -3.289 0.713 1.481
H -4.082 0.326 3.823
H -4.115 -1.988 4.769
H -3.579 -3.932 3.306
H -3.123 -3.573 0.891
H -1.016 -3.448 0.014
H -0.698 -5.179 -1.687
```



Below is a structure of composition C30H35BeN2P2Se2Te in a non-equilibrium geometry, with properties calculated with ωB97M-V/def2-TZVPD.

Properties
HOMO-LUMO gap: 6.4 eV
Spin multiplicity: 1
Energy relative to the best compared isomer or geometry (same formula, charge and spin): 0.172 eV
HOMO level: -10.06 eV
LUMO level: -0.133 hartree
Charge: +1

Structure (XYZ):
```
73
C30H35BeN2P2Se2Te | the Open Molecules 2025 dataset | ωB97M-V/def2-TZVPD
Be -0.448 0.014 -0.861
C -0.750 0.698 3.871
P 0.480 0.015 2.698
C 1.909 -0.113 3.842
C 0.045 -1.787 2.560
C -1.219 -2.080 1.759
P -1.050 -1.989 -0.072
C -0.246 -3.565 -0.524
C -2.779 -2.310 -0.541
H -0.702 0.165 4.820
H -1.749 0.644 3.443
H -0.505 1.749 4.024
H 1.605 -0.661 4.733
H 2.221 0.894 4.124
H 2.747 -0.617 3.365
H -0.071 -2.157 3.584
H 0.910 -2.287 2.111
H -2.004 -1.362 2.021
H -1.580 -3.089 1.993
H -0.809 -4.404 -0.114
H 0.780 -3.585 -0.159
H -0.227 -3.644 -1.612
H -3.173 -3.154 0.028
H -2.839 -2.538 -1.607
H -3.371 -1.419 -0.325
Se -1.727 1.050 0.587
C -2.400 2.809 0.159
C -1.630 3.930 0.417
C -2.170 5.185 0.206
C -3.474 5.319 -0.240
C -4.230 4.193 -0.516
C -3.697 2.933 -0.317
H -0.617 3.819 0.784
H -1.566 6.059 0.395
H -3.900 6.301 -0.367
H -5.239 4.289 -0.888
H -4.287 2.048 -0.522
Te -1.678 0.462 -2.904
C -0.748 0.164 -4.818
C 0.623 0.236 -5.001
C 1.158 0.062 -6.266
C 0.325 -0.187 -7.345
C -1.046 -0.248 -7.163
C -1.582 -0.074 -5.901
C -1.175 2.538 -2.866
C 0.077 2.980 -2.475
C 0.360 4.334 -2.469
C -0.609 5.246 -2.849
C -1.861 4.806 -3.240
C -2.146 3.453 -3.244
H 1.282 0.433 -4.164
H 2.226 0.125 -6.412
H 0.740 -0.336 -8.328
H -1.704 -0.422 -8.002
H -2.652 -0.118 -5.754
H 0.844 2.278 -2.171
H 1.339 4.676 -2.164
H -0.387 6.301 -2.843
H -2.613 5.517 -3.545
H -3.128 3.111 -3.541
Se 1.842 1.270 0.525
N 1.220 0.168 -0.717
C 2.267 -0.561 -1.208
C 2.202 -1.546 -2.191
C 3.356 -2.218 -2.531
C 4.581 -1.913 -1.926
C 4.672 -0.938 -0.963
C 3.513 -0.242 -0.596
N 3.454 0.748 0.322
H 1.263 -1.759 -2.680
H 3.313 -3.005 -3.269
H 5.466 -2.452 -2.227
H 5.605 -0.702 -0.478
```



Below is a structure of composition C30H35Br2Cl5IrN9OS in a non-equilibrium geometry, with properties calculated with ωB97M-V/def2-TZVPD.

Properties
⟨S²⟩: 0.767
HOMO-LUMO gap (spin up / spin down): 4.6 / 4.2 eV
Spin multiplicity: 2
Energy relative to the best compared isomer or geometry (same formula, charge and spin): 5.392 eV
HOMO level (spin up / spin down): -14.52 / -14.35 eV
LUMO level (spin up / spin down): -0.364 / -0.374 hartree
Charge: +3

Structure (XYZ):
```
84
C30H35Br2Cl5IrN9OS | the Open Molecules 2025 dataset | ωB97M-V/def2-TZVPD
Ir -0.276 -0.261 -0.377
Br 1.196 2.424 3.896
C -0.182 2.953 2.769
C -1.026 3.998 3.114
C -2.025 4.399 2.254
Br -3.175 5.756 2.793
C -2.176 3.795 0.966
C -3.052 4.255 -0.031
C -3.068 3.622 -1.251
C -2.275 2.490 -1.439
N -1.456 2.016 -0.502
C -1.372 2.687 0.657
C -0.354 2.228 1.550
O 0.383 1.240 1.217
H -0.897 4.498 4.065
H -3.679 5.118 0.157
H -3.688 3.985 -2.061
H -2.307 1.959 -2.378
N 4.018 -0.918 -4.699
C 2.939 0.129 -4.461
C 1.560 -0.483 -4.807
C 0.454 -0.122 -3.791
N 0.404 -1.038 -2.627
C 0.647 1.312 -3.352
C 1.910 1.473 -2.518
N 1.559 1.139 -1.104
C 3.073 0.592 -3.008
H 4.061 -1.200 -5.679
H 3.830 -1.750 -4.143
H 4.943 -0.571 -4.436
H 3.165 0.950 -5.136
H 1.631 -1.575 -4.879
H 1.239 -0.126 -5.787
H -0.507 -0.195 -4.296
H 1.321 -1.312 -2.337
H -0.094 -1.884 -2.889
H -0.199 1.626 -2.742
H 0.687 1.951 -4.238
H 2.220 2.515 -2.577
H 1.179 1.967 -0.656
H 2.379 0.877 -0.561
H 3.127 -0.287 -2.368
H 4.007 1.145 -2.884
C -6.734 -0.664 -1.295
C -5.669 0.005 -2.176
C -4.351 -0.694 -2.084
N -3.246 -0.157 -1.694
N -2.187 -1.035 -1.643
C -2.522 -2.251 -1.987
N -1.636 -3.294 -2.042
S -4.176 -2.400 -2.435
H -7.675 -0.120 -1.380
H -6.436 -0.658 -0.244
H -6.918 -1.695 -1.602
H -5.517 1.039 -1.872
H -6.012 -0.006 -3.212
H -0.868 -3.256 -1.392
H -2.017 -4.210 -2.217
C -2.355 -4.893 2.049
C -2.367 -3.439 1.712
C -3.296 -2.452 1.962
C -2.774 -1.266 1.423
N -1.603 -1.526 0.850
N -1.370 -2.845 1.024
C -3.345 0.111 1.502
H -3.211 -5.134 2.673
H -1.443 -5.163 2.586
H -2.409 -5.507 1.147
H -4.232 -2.559 2.491
H -0.462 -3.227 0.817
H -4.384 0.071 1.823
H -3.272 0.618 0.543
H -2.788 0.689 2.247
Cl 2.697 -2.459 -1.385
C 2.233 -2.377 0.301
C 1.184 -1.561 0.771
C 1.034 -1.618 2.194
Cl -0.133 -0.728 3.106
C 1.823 -2.448 3.010
Cl 1.586 -2.495 4.699
C 2.811 -3.250 2.462
Cl 3.752 -4.264 3.452
C 3.020 -3.211 1.098
Cl 4.237 -4.207 0.423
```



Below is a structure of composition C30H35N3O4PdSSi, with properties calculated with ωB97M-V/def2-TZVPD.

Properties
HOMO-LUMO gap: 3.2 eV
Spin multiplicity: 1
HOMO level: 1.00 eV
LUMO level: 0.154 hartree
Charge: -2

Structure (XYZ):
```
75
C30H35N3O4PdSSi | the Open Molecules 2025 dataset | ωB97M-V/def2-TZVPD
Pd 0.418 -0.551 0.659
C -4.535 0.948 -2.710
Si -4.556 -0.791 -1.954
C -5.528 -1.832 -3.232
C -5.617 -0.876 -0.386
C -2.859 -1.568 -1.792
C -2.458 -2.696 -2.483
C -1.177 -3.223 -2.317
C -0.324 -2.593 -1.438
N -0.674 -1.516 -0.738
C -1.922 -0.970 -0.887
S -2.299 0.410 0.029
H -5.550 1.332 -2.852
H -4.037 0.945 -3.684
H -3.993 1.623 -2.052
H -6.520 -1.395 -3.371
H -5.662 -2.866 -2.902
H -5.032 -1.849 -4.207
H -6.609 -0.442 -0.552
H -5.124 -0.328 0.413
H -5.751 -1.910 -0.059
H -3.146 -3.179 -3.171
H -0.856 -4.102 -2.859
H 0.691 -2.935 -1.278
O 2.293 2.003 6.866
C 2.519 2.641 5.609
C 2.094 1.797 4.447
C 2.381 2.317 3.135
C 1.953 1.588 2.051
N 1.307 0.430 2.132
C 0.999 -0.112 3.408
C 1.435 0.626 4.573
C 0.274 -1.269 3.409
C -0.135 -2.007 4.576
C -0.865 -3.147 4.487
C -1.353 -3.819 5.735
O -2.536 -3.193 6.269
C -1.227 -3.639 3.183
C -0.821 -2.911 2.088
N -0.112 -1.789 2.133
H 2.459 2.646 7.555
H 3.586 2.888 5.500
H 1.965 3.591 5.566
H 2.902 3.258 3.008
H 2.144 1.953 1.048
H 1.201 0.247 5.559
H 0.156 -1.625 5.551
H -0.570 -3.800 6.505
H -1.624 -4.859 5.544
H -2.479 -2.271 5.996
H -1.815 -4.540 3.071
H -1.092 -3.266 1.098
C 4.109 4.020 -5.551
C 3.560 3.094 -4.496
C 2.204 3.040 -4.206
C 1.687 2.176 -3.248
C 0.202 2.193 -2.996
C 2.559 1.306 -2.558
C 3.935 1.367 -2.828
C 4.958 0.537 -2.089
C 4.407 2.258 -3.786
C 2.008 0.322 -1.536
O 2.433 -0.841 -1.535
O 1.112 0.810 -0.765
H 3.314 4.618 -5.998
H 4.596 3.450 -6.346
H 4.854 4.698 -5.130
H 1.526 3.700 -4.741
H -0.306 2.822 -3.730
H -0.007 2.567 -1.996
H -0.222 1.190 -3.029
H 4.489 -0.113 -1.360
H 5.671 1.197 -1.587
H 5.519 -0.084 -2.792
H 5.477 2.302 -3.977
```



| no. | electronic energy (hartree) |
| --- | --- |
| 1 | -1724.5324 |
| 2 | -3942.4171 |
| 3 | -2135.8212 |
| 4 | -7041.8721 |
| 5 | -9682.7526 |
| 6 | -2445.0745 |